1.
{"formula": "C4H14N", "method": "ωB97M-V/def2-TZVPD", "symbols": ["C", "C", "N", "H", "H", "H", "H", "H", "H", "H", "H", "C", "C", "H", "H", "H", "H", "H", "H"], "positions_angstrom": [[-1.557, 0.901, 1.754], [-0.742, 2.052, 1.255], [-1.729, -0.058, 0.543], [-1.186, 0.275, 2.602], [-2.551, 1.202, 2.027], [0.291, 1.853, 1.053], [-0.866, 2.952, 1.840], [-1.832, -1.057, 0.852], [-2.409, 0.333, -0.100], [-0.799, -0.090, 0.151], [-1.127, 2.381, 0.234], [1.130, -1.533, -1.775], [2.479, -1.250, -1.314], [0.888, -2.533, -2.059], [0.438, -1.373, -0.870], [0.880, -0.976, -2.675], [2.934, -0.331, -1.808], [3.179, -2.087, -1.346], [2.577, -0.660, -0.363]], "forces_ev_per_a": [[-0.1, -1.0, 0.3], [-0.9, 1.0, -1.8], [1.1, -1.1, 2.0], [0.1, 0.7, -0.8], [-0.5, 0.2, 0.1], [0.8, -0.3, 0.4], [0.2, 0.0, 0.5], [-1.1, 1.1, -0.4], [-0.3, -0.5, -0.4], [0.1, 0.5, -0.8], [0.1, -0.4, 1.1], [0.1, -0.6, 1.1], [-0.4, -2.8, -0.7], [0.6, -1.0, -0.1], [0.3, 0.7, -1.1], [-0.8, 1.2, -0.1], [0.2, 1.1, 0.2], [0.1, 0.2, 0.2], [0.4, 0.9, 0.2]], "max_force_ev_per_a": 2.911, "e_above_lowest_kj_mol": 134.71, "e_lumo_ev": [-7.610, -14.891], "homo_lumo_gap_ev": [12.606, 5.325], "total_charge": 2, "total_energy_ev": -5842.92076, "spin_multiplicity": 2}

2.
{"formula": "C4H14N", "method": "ωB97M-V/def2-TZVPD", "symbols": ["C", "C", "N", "H", "H", "H", "H", "H", "H", "H", "H", "C", "C", "H", "H", "H", "H", "H", "H"], "positions_angstrom": [[1.509, 0.494, 1.912], [0.562, -0.641, 1.463], [1.874, 1.445, 0.831], [1.046, 1.054, 2.714], [2.376, 0.038, 2.387], [0.084, -0.538, 0.482], [-0.227, -0.821, 2.198], [1.078, 1.940, 0.429], [2.593, 2.121, 1.097], [2.319, 0.932, 0.068], [1.067, -1.607, 1.545], [-2.248, -0.075, -1.957], [-1.286, -1.115, -1.784], [-3.252, -0.339, -1.639], [-2.175, 0.984, -1.529], [-2.347, 0.438, -2.973], [-1.376, -1.522, -0.760], [-1.318, -2.038, -2.429], [-0.279, -0.749, -2.055]], "forces_ev_per_a": [[-1.1, -0.9, 1.1], [0.0, -0.6, 0.6], [0.9, -0.4, -0.6], [-0.2, 0.4, -0.1], [0.5, 0.3, -0.5], [0.3, 0.2, 0.2], [-0.1, 0.7, -0.1], [-0.1, 0.1, 0.3], [-0.2, 0.3, 0.4], [0.0, -0.1, -0.2], [0.3, 0.1, -0.7], [-1.9, -0.1, -0.5], [1.2, 0.8, -0.1], [-0.2, -0.2, 0.7], [0.1, 0.0, -0.2], [1.0, 0.0, 0.0], [-0.3, -0.4, -0.2], [-0.2, -0.1, 0.1], [-0.1, -0.2, -0.1]], "max_force_ev_per_a": 1.985, "e_above_lowest_kj_mol": 72.19, "e_lumo_ev": [-7.167, -14.176], "homo_lumo_gap_ev": [12.811, 5.799], "total_charge": 2, "total_energy_ev": -5843.56872, "spin_multiplicity": 2}

3.
{"formula": "C4H14N2O", "method": "ωB97M-V/def2-TZVPD", "symbols": ["C", "N", "C", "C", "N", "C", "H", "H", "H", "H", "H", "H", "H", "H", "H", "H", "H", "H", "O", "H", "H"], "positions_angstrom": [[-1.623, -1.752, 2.272], [-0.641, -1.483, 1.198], [-1.006, -0.620, 0.114], [0.378, -0.170, -0.536], [0.076, 0.391, -1.926], [0.179, 1.855, -1.996], [-1.045, -2.261, 3.014], [-2.441, -2.316, 1.847], [-2.161, -0.881, 2.767], [-0.158, -2.316, 0.930], [-1.859, -0.899, -0.546], [-1.509, 0.227, 0.703], [0.665, 0.576, 0.227], [1.105, -1.018, -0.425], [0.537, -0.143, -2.669], [-0.199, 2.293, -1.089], [1.115, 2.106, -2.325], [-0.532, 2.185, -2.896], [3.049, 1.615, 0.741], [2.419, 1.773, 0.007], [3.650, 0.839, 0.589]], "forces_ev_per_a": [[-0.1, 0.9, -0.9], [-0.6, 0.6, 1.2], [-0.2, 1.3, 1.3], [-2.5, 0.1, -0.3], [0.7, -1.0, 2.0], [-3.6, -1.5, -2.8], [-0.3, -0.6, 0.7], [-0.4, -0.8, 0.3], [1.3, -0.4, -0.9], [0.0, -0.5, -0.2], [1.0, -0.5, -0.3], [0.9, -0.3, -1.1], [0.5, 0.0, -0.9], [-0.6, 0.7, -0.7], [-0.1, 0.7, 0.5], [0.2, 0.3, 0.3], [2.6, 1.4, -0.2], [1.3, -0.4, 2.0], [0.4, -0.4, -0.2], [1.0, -0.7, 0.5], [-1.3, 1.2, -0.3]], "max_force_ev_per_a": 4.831, "e_above_lowest_kj_mol": 293.00, "e_lumo_ev": 0.889, "smiles": "CNCCNC.O", "homo_lumo_gap_ev": 9.291, "total_energy_ev": -9400.57017, "spin_multiplicity": 1}

4.
{"formula": "C4H14N2O", "method": "ωB97M-V/def2-TZVPD", "symbols": ["C", "C", "N", "C", "C", "N", "H", "H", "H", "H", "H", "H", "H", "H", "H", "H", "H", "H", "O", "H", "H"], "positions_angstrom": [[3.326, -1.323, -0.275], [2.138, -0.320, -0.253], [0.994, -0.676, 0.619], [-0.202, 0.139, 0.448], [-0.691, 0.445, -1.017], [-0.103, 1.567, -1.673], [3.156, -2.100, 0.472], [3.591, -1.734, -1.239], [4.105, -0.697, 0.162], [2.525, 0.681, 0.004], [1.826, -0.067, -1.276], [0.930, -1.644, 0.355], [-1.033, -0.460, 0.831], [-0.165, 1.143, 0.874], [-1.747, 0.627, -0.854], [-0.712, -0.488, -1.617], [-0.607, 2.433, -1.752], [0.768, 1.846, -1.268], [-6.196, 0.572, 2.614], [-6.347, -0.343, 2.929], [-5.558, 0.398, 1.916]], "forces_ev_per_a": [[-0.8, 1.2, 1.5], [-0.1, 1.5, -0.7], [1.9, 0.5, -0.6], [-0.6, -0.9, -1.9], [-0.8, -0.9, 1.0], [0.9, 0.6, -0.7], [0.0, -0.2, -0.2], [0.0, 0.0, -0.1], [0.7, -0.6, -0.4], [0.0, -0.3, 0.7], [-0.3, -0.7, -0.2], [-1.3, -0.4, 0.3], [0.1, 0.3, 0.6], [0.4, -0.3, 0.7], [-0.4, 0.3, -0.2], [0.5, 0.4, 0.0], [-0.8, -0.3, 0.1], [0.6, -0.2, 0.1], [0.0, -1.2, 0.1], [-0.2, 0.8, 0.1], [0.1, 0.4, -0.2]], "max_force_ev_per_a": 2.230, "e_above_lowest_kj_mol": 206.92, "e_lumo_ev": 0.601, "smiles": "CCNCCN.O", "homo_lumo_gap_ev": 9.292, "total_energy_ev": -9401.46233, "spin_multiplicity": 1}

5.
{"formula": "C4H14N2O", "method": "ωB97M-V/def2-TZVPD", "symbols": ["C", "N", "C", "O", "H", "H", "H", "H", "H", "H", "H", "C", "N", "C", "H", "H", "H", "H", "H", "H", "H"], "positions_angstrom": [[2.906, -0.897, 1.585], [2.794, 0.300, 0.741], [1.653, 0.229, -0.135], [0.424, 0.196, 0.529], [2.042, -1.081, 2.227], [3.809, -0.813, 2.190], [3.038, -1.748, 0.913], [2.652, 1.101, 1.352], [1.791, -0.698, -0.724], [1.702, 1.088, -0.819], [-0.427, 0.020, -0.148], [-2.614, -0.516, 0.115], [-1.626, -0.120, -0.880], [-1.980, 1.150, -1.525], [-2.331, -1.451, 0.594], [-2.637, 0.258, 0.882], [-3.624, -0.610, -0.297], [-1.395, -0.825, -1.556], [-2.975, 1.108, -1.974], [-1.243, 1.370, -2.294], [-1.960, 1.939, -0.776]], "forces_ev_per_a": [[0.3, 0.2, -0.4], [-0.3, -0.1, 0.5], [-0.1, -0.3, -0.5], [-0.8, -0.2, -0.3], [0.0, 0.0, 0.0], [0.0, 0.0, 0.1], [0.0, -0.1, 0.1], [0.1, 0.0, -0.1], [0.0, 0.2, -0.1], [0.1, 0.0, 0.0], [1.8, 0.5, 1.2], [-0.1, -0.1, 0.0], [-0.6, 0.5, -0.2], [0.2, -0.4, -0.1], [0.1, 0.0, -0.1], [0.0, 0.0, 0.0], [0.0, 0.0, -0.1], [-0.4, -0.4, -0.2], [0.0, 0.1, 0.0], [0.0, 0.1, 0.0], [0.0, 0.0, 0.0]], "max_force_ev_per_a": 2.203, "e_above_lowest_kj_mol": 178.16, "e_lumo_ev": 0.817, "smiles": "CNCO.CNC", "homo_lumo_gap_ev": 9.288, "total_energy_ev": -9401.76048, "spin_multiplicity": 1}

6.
{"formula": "C4H14N2O", "method": "ωB97M-V/def2-TZVPD", "symbols": ["C", "C", "N", "C", "C", "N", "H", "H", "H", "H", "H", "H", "H", "H", "H", "H", "H", "H", "O", "H", "H"], "positions_angstrom": [[-2.021, -0.765, -1.920], [-0.654, -1.222, -1.413], [-0.627, -1.724, -0.037], [-0.036, -0.896, 0.983], [-0.658, 0.502, 1.198], [0.151, 1.579, 0.593], [-2.802, -1.512, -1.784], [-2.397, 0.043, -1.274], [-1.913, -0.465, -2.949], [-0.272, -2.028, -2.034], [0.003, -0.359, -1.530], [-1.474, -2.183, 0.222], [-0.033, -1.374, 1.968], [1.016, -0.768, 0.715], [-0.822, 0.795, 2.235], [-1.649, 0.444, 0.737], [0.317, 1.448, -0.388], [-0.360, 2.438, 0.706], [3.508, 1.930, 0.572], [3.123, 1.100, 0.849], [2.876, 2.643, 0.662]], "forces_ev_per_a": [[-0.1, 0.0, 1.3], [-0.4, -0.3, 0.3], [0.4, 0.2, -0.1], [0.2, 0.6, 0.6], [-0.1, 0.2, -1.0], [0.0, -0.2, 0.8], [0.2, -0.4, -0.4], [0.3, 0.2, -0.5], [-0.4, 0.2, -0.4], [0.1, 0.1, -0.4], [0.3, -0.2, 0.2], [-0.4, -0.1, 0.2], [-0.1, -0.5, -0.4], [0.1, 0.1, 0.1], [0.2, -0.3, 0.1], [-0.2, 0.1, 0.1], [-0.1, -0.2, -0.4], [0.0, 0.4, -0.1], [1.0, 0.1, -0.3], [-0.6, 0.2, 0.1], [-0.5, -0.3, 0.2]], "max_force_ev_per_a": 1.299, "e_above_lowest_kj_mol": 147.04, "e_lumo_ev": 0.952, "smiles": "CCNCCN.O", "homo_lumo_gap_ev": 9.556, "total_energy_ev": -9402.08297, "spin_multiplicity": 1}

Copy entry 2 word for word.
{"formula": "C4H14N", "method": "ωB97M-V/def2-TZVPD", "symbols": ["C", "C", "N", "H", "H", "H", "H", "H", "H", "H", "H", "C", "C", "H", "H", "H", "H", "H", "H"], "positions_angstrom": [[1.509, 0.494, 1.912], [0.562, -0.641, 1.463], [1.874, 1.445, 0.831], [1.046, 1.054, 2.714], [2.376, 0.038, 2.387], [0.084, -0.538, 0.482], [-0.227, -0.821, 2.198], [1.078, 1.940, 0.429], [2.593, 2.121, 1.097], [2.319, 0.932, 0.068], [1.067, -1.607, 1.545], [-2.248, -0.075, -1.957], [-1.286, -1.115, -1.784], [-3.252, -0.339, -1.639], [-2.175, 0.984, -1.529], [-2.347, 0.438, -2.973], [-1.376, -1.522, -0.760], [-1.318, -2.038, -2.429], [-0.279, -0.749, -2.055]], "forces_ev_per_a": [[-1.1, -0.9, 1.1], [0.0, -0.6, 0.6], [0.9, -0.4, -0.6], [-0.2, 0.4, -0.1], [0.5, 0.3, -0.5], [0.3, 0.2, 0.2], [-0.1, 0.7, -0.1], [-0.1, 0.1, 0.3], [-0.2, 0.3, 0.4], [0.0, -0.1, -0.2], [0.3, 0.1, -0.7], [-1.9, -0.1, -0.5], [1.2, 0.8, -0.1], [-0.2, -0.2, 0.7], [0.1, 0.0, -0.2], [1.0, 0.0, 0.0], [-0.3, -0.4, -0.2], [-0.2, -0.1, 0.1], [-0.1, -0.2, -0.1]], "max_force_ev_per_a": 1.985, "e_above_lowest_kj_mol": 72.19, "e_lumo_ev": [-7.167, -14.176], "homo_lumo_gap_ev": [12.811, 5.799], "total_charge": 2, "total_energy_ev": -5843.56872, "spin_multiplicity": 2}